The following is a DFT calculation (wB97M-V/def2-TZVPD) of a structure of composition C30H36Cl4GeN3O5SiZn.

2S+1 = 2
Gap between HOMO and LUMO (alpha / beta) = 6.414 / 6.744 eV

Last column: Mulliken charge in e.
Element x y z (Å)
Zn: -0.430 0.258 -0.760  1.74
C: -1.574 -1.218 -1.629  -1.53
Si: -2.817 -1.333 -0.269  -0.71
C: -1.820 -1.775 1.272  -1.61
N: -0.489 -1.055 1.276  1.06
C: -0.264 -0.317 2.535  -0.82
C: -0.210 -1.238 3.771  -0.83
C: 0.405 -2.615 3.430  -0.77
C: 1.368 -2.465 2.258  -0.57
C: 0.649 -1.976 0.995  -0.46
C: -3.550 0.387 -0.012  0.64
C: -3.849 1.172 -1.131  -0.28
C: -4.361 2.454 -0.999  -0.66
C: -4.585 2.983 0.264  -0.52
C: -4.302 2.222 1.388  -0.80
C: -3.791 0.939 1.247  0.21
C: -4.205 -2.591 -0.383  0.41
C: -4.100 -3.663 -1.273  -0.40
C: -5.101 -4.623 -1.362  -0.64
C: -6.227 -4.524 -0.559  -0.45
C: -6.353 -3.464 0.329  -0.63
C: -5.351 -2.508 0.411  -0.26
H: -1.925 -0.929 -2.614  0.84
H: -1.004 -2.149 -1.731  0.60
H: -1.699 -2.860 1.301  0.63
H: -2.397 -1.537 2.167  0.52
H: -1.073 0.411 2.636  0.37
H: 0.665 0.235 2.411  0.10
H: -1.200 -1.363 4.209  0.31
H: 0.399 -0.730 4.523  0.44
H: -0.377 -3.329 3.164  0.20
H: 0.914 -3.032 4.299  0.52
H: 1.868 -3.408 2.032  0.51
H: 2.138 -1.739 2.523  0.15
H: 0.260 -2.817 0.414  0.52
H: 1.360 -1.441 0.369  -0.38
H: -3.670 0.775 -2.125  0.39
H: -4.578 3.044 -1.881  0.40
H: -4.975 3.987 0.371  0.40
H: -4.471 2.632 2.376  0.41
H: -3.566 0.368 2.140  0.27
H: -3.226 -3.741 -1.910  0.36
H: -5.004 -5.444 -2.061  0.39
H: -7.010 -5.268 -0.629  0.37
H: -7.235 -3.380 0.951  0.40
H: -5.469 -1.674 1.096  0.32
C: 6.092 1.442 -1.449  -0.97
N: 5.394 1.740 -0.201  -0.34
N: 4.058 1.325 -0.128  0.84
C: 3.757 0.928 1.175  0.58
O: 2.612 0.645 1.525  -0.55
C: 5.004 1.008 1.884  -1.80
C: 5.945 1.463 1.023  1.06
C: 7.405 1.656 1.239  -1.43
C: 3.112 1.857 -1.021  -1.33
C: 3.299 2.983 -1.757  0.31
C: 2.291 3.204 -2.766  -1.27
C: 1.212 1.004 -4.109  -0.67
C: -0.483 2.122 -2.330  -0.64
C: 1.829 1.148 -1.212  -0.06
H: 5.351 1.260 -2.221  0.29
H: 6.724 0.557 -1.351  0.35
H: 6.702 2.292 -1.755  0.30
H: 5.125 0.779 2.929  0.42
H: 7.638 1.558 2.296  0.37
H: 7.728 2.640 0.898  0.32
H: 7.979 0.905 0.691  0.30
H: 4.137 3.650 -1.640  0.58
H: 1.884 4.099 -3.206  0.48
H: 1.593 1.552 -4.957  0.43
H: -1.092 1.962 -3.210  0.61
H: 1.813 0.054 -1.387  0.99
O: -0.676 2.031 0.643  -0.65
Cl: -0.580 3.305 0.053  1.54
O: -1.569 4.204 0.497  -0.61
O: 0.723 3.824 0.077  -0.55
O: -0.986 3.155 -1.499  -0.44
Cl: 4.043 -0.988 -3.537  -0.36
Ge: 2.370 -2.381 -3.152  0.27
Cl: 0.598 -0.574 -4.211  -0.10
Cl: 1.205 1.928 -2.661  0.56

The following is a DFT calculation (wB97M-V/def2-TZVPD) of a cluster of 14 separate species, C54H99Br3F12N18P2 in total.

2S+1 = 1
Gap between HOMO and LUMO = 6.253 eV
Net charge = +4

Last column: Mulliken charge in e.
Element x y z (Å)
C: 25.769 14.849 0.385  -1.52
C: 26.814 15.890 -0.193  -0.25
N: 27.516 15.333 -1.275  0.71
C: 27.001 14.907 -2.446  -0.37
C: 27.937 14.191 -3.143  -0.80
N: 29.185 14.401 -2.514  0.35
C: 28.878 15.078 -1.342  -0.51
C: 30.427 13.924 -2.951  -0.87
H: 25.463 15.100 1.401  0.39
H: 26.219 13.861 0.490  0.39
H: 24.911 14.796 -0.284  0.48
H: 27.464 16.295 0.582  0.04
H: 26.295 16.752 -0.614  0.41
H: 25.943 15.031 -2.620  0.54
H: 27.934 13.665 -4.086  0.47
H: 29.583 15.252 -0.542  0.42
H: 31.025 14.680 -3.460  0.31
H: 30.457 13.015 -3.552  0.34
H: 31.040 13.626 -2.100  0.35
C: 35.927 23.030 -0.897  -1.00
C: 36.703 21.703 -0.513  -0.67
N: 36.648 21.265 0.839  0.32
C: 36.829 19.957 1.230  -0.69
C: 36.725 19.964 2.616  -0.20
N: 36.602 21.246 3.043  0.22
C: 36.573 22.094 1.937  -0.36
C: 36.727 21.602 4.394  -0.93
H: 36.106 23.254 -1.948  0.45
H: 36.298 23.896 -0.349  0.45
H: 34.858 22.878 -0.753  0.05
H: 37.756 21.717 -0.796  0.39
H: 36.220 20.929 -1.109  0.47
H: 36.935 19.106 0.573  0.52
H: 36.758 19.133 3.304  0.47
H: 36.485 23.165 1.829  0.39
H: 37.717 22.052 4.476  0.35
H: 36.443 20.757 5.021  0.30
H: 35.997 22.411 4.416  0.41
C: 32.744 29.417 -0.675  -1.04
C: 33.036 28.758 -1.987  -0.30
N: 32.718 27.306 -2.017  0.28
C: 32.740 26.319 -1.020  -0.85
C: 32.446 25.084 -1.506  -0.21
N: 32.219 25.208 -2.867  0.30
C: 32.465 26.561 -3.140  -0.36
C: 31.820 24.178 -3.841  -0.86
H: 32.640 30.487 -0.855  0.42
H: 33.486 29.464 0.122  0.41
H: 31.837 28.982 -0.255  0.10
H: 34.091 28.891 -2.229  0.27
H: 32.451 29.297 -2.732  0.39
H: 32.864 26.559 0.025  0.63
H: 32.276 24.118 -1.055  0.36
H: 32.394 27.026 -4.113  0.41
H: 32.720 23.686 -4.211  0.42
H: 31.364 24.784 -4.623  0.27
H: 31.119 23.445 -3.442  0.29
C: 28.622 19.197 -2.156  -1.09
C: 28.138 18.504 -3.492  -0.31
N: 29.092 18.597 -4.579  0.47
C: 30.444 18.683 -4.413  -0.60
C: 31.056 18.753 -5.653  -0.85
N: 30.113 18.687 -6.600  0.21
C: 28.901 18.572 -5.944  -0.40
C: 30.376 18.523 -8.014  -0.83
H: 29.017 20.207 -2.263  0.48
H: 29.487 18.706 -1.710  0.29
H: 27.856 19.213 -1.381  0.27
H: 27.264 18.999 -3.913  0.50
H: 27.884 17.485 -3.199  0.02
H: 30.851 18.650 -3.413  0.74
H: 32.105 18.772 -5.911  0.55
H: 28.004 18.228 -6.438  0.41
H: 31.419 18.626 -8.315  0.31
H: 29.628 19.044 -8.611  0.34
H: 30.271 17.468 -8.269  0.41
C: 29.760 17.482 6.779  -0.91
C: 29.196 16.026 6.867  -0.09
N: 30.231 15.199 7.359  0.37
C: 31.368 14.722 6.721  -0.37
C: 32.112 13.987 7.662  -0.54
N: 31.379 14.027 8.831  0.10
C: 30.239 14.789 8.678  -0.05
C: 31.796 13.308 10.028  -0.85
H: 30.038 17.826 7.775  0.45
H: 29.051 18.148 6.288  0.26
H: 30.730 17.522 6.284  0.27
H: 28.872 15.751 5.863  -0.41
H: 28.272 15.971 7.444  0.39
H: 31.592 14.830 5.670  0.49
H: 33.064 13.485 7.578  0.46
H: 29.542 14.992 9.478  0.40
H: 32.794 13.605 10.352  0.36
H: 31.651 12.230 9.950  0.36
H: 31.071 13.562 10.801  0.30
C: 32.413 20.787 -1.108  -0.14
C: 32.903 20.148 0.191  -0.28
N: 31.805 19.990 1.121  0.94
C: 31.076 21.048 1.660  -0.42
C: 29.970 20.508 2.394  -0.94
N: 30.093 19.119 2.319  0.76
C: 31.199 18.867 1.542  -0.55
C: 29.285 18.007 2.875  -0.70
H: 31.920 21.756 -1.031  -0.03
H: 31.671 20.090 -1.498  -0.13
H: 33.245 20.742 -1.811  0.34
H: 33.718 20.684 0.678  -0.25
H: 33.326 19.144 0.191  0.39
H: 31.341 22.071 1.436  0.61
H: 29.201 21.028 2.947  0.19
H: 31.452 17.863 1.237  0.33
H: 29.665 16.998 2.712  0.37
H: 28.306 18.010 2.396  0.15
H: 29.061 18.065 3.940  0.01
C: 28.678 24.559 2.720  -0.57
C: 29.842 25.464 2.329  -0.16
N: 29.439 26.836 1.924  0.35
C: 28.633 27.171 0.823  -0.29
C: 28.640 28.585 0.766  -0.49
N: 29.430 29.034 1.825  0.16
C: 29.882 27.966 2.623  -0.22
C: 29.644 30.416 2.056  -0.83
H: 28.173 24.975 3.592  0.34
H: 28.921 23.518 2.931  0.25
H: 28.025 24.635 1.851  -0.06
H: 30.386 24.979 1.519  -0.08
H: 30.650 25.644 3.038  0.23
H: 28.186 26.434 0.173  0.45
H: 28.290 29.211 -0.042  0.42
H: 30.531 27.980 3.486  0.44
H: 28.896 30.949 1.467  0.32
H: 30.688 30.637 1.832  0.32
H: 29.458 30.788 3.063  0.38
C: 30.683 20.728 9.245  -1.27
C: 29.889 21.105 7.976  -0.23
N: 30.711 21.461 6.841  0.43
C: 30.701 22.627 6.112  -0.88
C: 31.517 22.496 4.972  0.00
N: 32.226 21.305 5.153  0.42
C: 31.738 20.684 6.266  -0.43
C: 33.271 20.785 4.309  -0.68
H: 31.102 21.669 9.603  0.36
H: 31.464 19.995 9.045  0.33
H: 30.150 20.227 10.053  0.40
H: 29.109 21.844 8.159  0.42
H: 29.355 20.230 7.605  0.03
H: 30.067 23.460 6.377  0.44
H: 31.783 23.205 4.201  0.32
H: 32.113 19.713 6.551  0.42
H: 33.486 21.589 3.605  -0.14
H: 32.967 19.833 3.874  0.29
H: 34.153 20.481 4.873  0.47
C: 21.223 21.698 -0.459  -1.05
C: 22.344 21.485 -1.482  -0.53
N: 23.628 21.746 -0.866  0.14
C: 24.248 22.993 -0.708  -0.49
C: 25.500 22.773 -0.037  -0.22
N: 25.465 21.476 0.398  0.38
C: 24.376 20.826 -0.164  -0.21
C: 26.464 20.840 1.176  -1.19
H: 20.205 21.825 -0.827  0.38
H: 21.505 22.574 0.124  0.34
H: 21.141 20.895 0.273  0.31
H: 22.134 22.294 -2.181  0.29
H: 22.441 20.566 -2.060  0.41
H: 23.899 23.925 -1.128  0.41
H: 26.252 23.442 0.357  0.30
H: 24.108 19.784 -0.080  0.53
H: 26.415 19.754 1.251  0.19
H: 26.377 21.222 2.193  0.67
H: 27.469 20.979 0.777  0.31
P: 28.398 14.097 3.247  1.24
F: 28.766 14.467 1.707  -0.33
F: 27.681 15.492 3.456  -0.34
F: 26.924 13.539 2.888  -0.40
F: 28.069 13.765 4.775  -0.37
F: 29.008 12.542 3.009  -0.40
F: 29.841 14.798 3.687  -0.35
P: 34.511 20.974 -5.469  1.29
F: 32.930 21.375 -5.965  -0.40
F: 34.605 22.268 -4.423  -0.37
F: 33.812 20.068 -4.326  -0.33
F: 35.992 20.564 -4.909  -0.38
F: 34.646 19.756 -6.586  -0.35
F: 35.176 21.991 -6.582  -0.39
Br: 27.426 21.006 5.262  -0.73
Br: 33.480 23.917 2.027  -0.62
Br: 32.449 16.351 -0.972  -0.72

The following is a DFT calculation (wB97M-V/def2-TZVPD) of a structure of composition C20H39N3P3S2Sc.

2S+1 = 1
Gap between HOMO and LUMO = 6.994 eV
Net charge = +2

Last column: Mulliken charge in e.
Element x y z (Å)
Sc: -0.244 0.032 -0.024  -0.81
C: 4.890 2.836 -0.969  -0.82
S: 3.193 3.425 -1.020  0.05
C: 2.307 2.034 -0.532  0.41
S: 0.563 2.331 -0.465  -0.51
N: 2.904 0.909 -0.289  -1.34
N: 1.999 -0.077 0.075  1.49
C: 2.532 -1.152 0.528  -1.10
C: 1.662 -2.254 0.956  0.90
C: 2.188 -3.428 1.464  -0.79
C: 1.315 -4.436 1.856  -0.72
C: -0.047 -4.233 1.720  -1.02
C: -0.495 -3.027 1.201  -0.69
N: 0.334 -2.050 0.829  1.12
H: 5.494 3.688 -1.274  0.35
H: 5.041 2.012 -1.661  0.28
H: 5.164 2.534 0.038  0.29
H: 3.612 -1.237 0.601  0.37
H: 3.259 -3.549 1.551  0.55
H: 1.696 -5.366 2.256  0.48
H: -0.762 -4.991 2.007  0.54
H: -1.554 -2.844 1.076  0.67
C: -0.239 -3.179 -2.408  -1.38
P: -0.227 -1.366 -2.385  1.20
C: 1.237 -0.903 -3.355  -1.46
C: -1.647 -0.862 -3.414  -0.98
C: -1.915 0.636 -3.266  -0.87
P: -2.400 1.073 -1.553  0.92
C: -2.623 2.873 -1.641  -1.38
C: -4.111 0.462 -1.431  -1.50
H: -0.237 -3.538 -3.438  0.46
H: -1.126 -3.566 -1.906  0.36
H: 0.644 -3.570 -1.902  0.37
H: 1.191 -1.348 -4.350  0.47
H: 2.142 -1.251 -2.855  0.37
H: 1.308 0.182 -3.446  0.37
H: -2.514 -1.446 -3.087  0.40
H: -1.464 -1.135 -4.456  0.55
H: -2.703 0.964 -3.949  0.60
H: -1.026 1.225 -3.512  0.32
H: -3.321 3.104 -2.448  0.47
H: -1.674 3.370 -1.833  0.43
H: -3.035 3.257 -0.708  0.36
H: -4.682 0.810 -2.293  0.51
H: -4.582 0.850 -0.527  0.39
H: -4.160 -0.626 -1.392  0.37
C: 0.646 -0.207 3.922  -0.89
C: -0.407 0.881 3.729  -0.83
P: -1.523 0.560 2.325  1.13
C: -2.606 -0.800 2.877  -0.95
C: -3.651 -1.191 1.839  -0.96
C: -2.591 2.036 2.202  -0.06
C: -3.503 2.289 3.402  -1.42
H: 1.302 0.047 4.754  0.47
H: 1.274 -0.311 3.034  0.03
H: 0.202 -1.178 4.144  0.30
H: 0.071 1.846 3.541  0.41
H: -1.018 1.000 4.627  0.49
H: -3.092 -0.499 3.808  0.64
H: -1.960 -1.642 3.134  0.52
H: -4.396 -0.406 1.706  0.26
H: -4.181 -2.097 2.131  0.45
H: -3.211 -1.370 0.850  -0.10
H: -3.176 1.952 1.282  -0.14
H: -1.906 2.875 2.046  0.51
H: -4.283 1.533 3.490  0.30
H: -3.996 3.254 3.301  0.45
H: -2.944 2.307 4.338  0.34

no.,electronic energy (a.u.)
1,-7690.958524
2,-12704.915761
3,-3530.557528